No. 1
The following is a quantum chemistry calculation of C55H51N2O2P2ReS3Si as an isolated structure in a non-equilibrium geometry, from the OMol25 dataset.

CARTESIAN COORDINATES (ANGSTROEM)
Re  -0.826  1.103  0.148
C  -1.745  -1.570  3.580
C  -1.011  -0.605  2.697
N  -1.525  -0.315  1.506
N  -2.663  -0.973  1.195
C  -3.297  -0.669  0.124
S  -2.792  0.546  -1.016
S  -4.861  -1.417  -0.157
C  -4.343  -3.142  -0.524
C  -3.823  -3.225  -1.924
C  -2.547  -3.694  -2.202
C  -2.105  -3.753  -3.512
C  -2.929  -3.345  -4.547
C  -4.199  -2.862  -4.272
C  -4.642  -2.799  -2.966
C  0.183  0.004  3.216
C  0.501  -0.144  4.583
C  1.654  0.354  5.131
C  2.568  1.040  4.332
C  2.302  1.228  3.003
C  1.117  0.740  2.414
O  0.942  0.972  1.154
H  -2.461  -2.146  3.004
H  -2.301  -1.004  4.327
H  -1.060  -2.248  4.084
H  -5.254  -3.726  -0.397
H  -3.607  -3.438  0.218
H  -1.898  -4.014  -1.398
H  -1.106  -4.109  -3.718
H  -2.583  -3.395  -5.568
H  -4.839  -2.529  -5.075
H  -5.621  -2.408  -2.734
H  -0.202  -0.637  5.232
H  1.853  0.224  6.184
H  3.471  1.440  4.766
H  2.967  1.789  2.366
O  -0.548  -1.566  -1.754
S  0.454  -0.518  -1.559
C  0.524  0.456  -3.098
C  0.573  -0.155  -4.341
C  0.769  0.618  -5.474
C  0.922  1.993  -5.361
C  0.795  2.610  -4.129
C  0.580  1.841  -2.985
P  0.196  2.640  -1.390
C  1.753  3.316  -0.752
C  2.962  3.252  -1.434
C  4.099  3.785  -0.851
C  4.039  4.368  0.404
C  2.836  4.415  1.093
C  1.697  3.884  0.520
C  -0.743  4.073  -1.986
C  -2.013  3.818  -2.497
C  -2.766  4.855  -3.010
C  -2.272  6.151  -2.974
C  -1.018  6.407  -2.444
C  -0.241  5.368  -1.964
C  2.057  -1.380  -1.738
C  2.953  -1.257  -2.785
C  4.083  -2.062  -2.809
C  4.333  -2.946  -1.774
C  3.471  -3.016  -0.695
C  2.314  -2.243  -0.676
P  1.125  -2.172  0.720
C  0.368  -3.849  0.760
C  -0.977  -3.876  1.116
C  -1.631  -5.075  1.336
C  -0.942  -6.264  1.180
C  0.386  -6.247  0.783
C  1.046  -5.049  0.576
C  2.278  -2.322  2.137
C  3.485  -1.627  2.130
C  4.284  -1.601  3.257
C  3.874  -2.237  4.416
C  2.674  -2.928  4.434
C  1.879  -2.968  3.304
H  0.453  -1.226  -4.402
H  0.814  0.146  -6.443
H  1.104  2.586  -6.243
H  0.853  3.687  -4.054
H  3.024  2.785  -2.408
H  5.041  3.737  -1.375
H  4.932  4.771  0.857
H  2.796  4.849  2.081
H  0.760  3.878  1.059
H  -2.401  2.807  -2.476
H  -3.737  4.656  -3.434
H  -2.869  6.965  -3.356
H  -0.645  7.419  -2.402
H  0.744  5.561  -1.561
H  2.794  -0.552  -3.587
H  4.771  -1.990  -3.638
H  5.216  -3.568  -1.796
H  3.714  -3.652  0.144
H  -1.510  -2.944  1.214
H  -2.669  -5.084  1.639
H  -1.440  -7.202  1.362
H  0.911  -7.181  0.650
H  2.083  -5.061  0.271
H  3.804  -1.112  1.234
H  5.227  -1.075  3.233
H  4.492  -2.199  5.300
H  2.359  -3.437  5.331
H  0.951  -3.522  3.317
C  -1.963  2.470  3.466
Si  -2.181  2.733  1.567
C  -1.827  4.605  1.312
C  -4.069  2.545  1.247
H  -2.493  3.269  3.975
H  -0.927  2.509  3.786
H  -2.385  1.531  3.805
H  -2.756  5.145  1.457
H  -1.460  4.855  0.325
H  -1.121  4.978  2.044
H  -4.620  3.175  1.938
H  -4.418  1.527  1.383
H  -4.331  2.849  0.239

The value obtained for the highest occupied orbital energy (spin up / spin down) is -10.1 / -10.2 eV. The energy above the lowest of the compared OMol25 structures with the same formula, charge and spin comes out at 28.9 kJ/mol. Its net charge is +1. The maximum force comes out at 2.697 eV/A. Its total energy is -126024.1085 eV. The frontier orbital gap (spin up / spin down) is 5.77 / 5.77 eV. The LUMO energy (spin up / spin down) comes out at -4.31 / -4.47 eV. As for the spin multiplicity: 2.

=====

No. 2
The following is a quantum chemistry calculation of C55H53N3O2P2PbS as an isolated structure in a non-equilibrium geometry, from the OMol25 dataset.

CARTESIAN COORDINATES (ANGSTROEM)
Pb  -0.393  -0.978  -0.538
N  -2.313  -1.175  1.313
C  -3.618  -0.723  0.980
C  -4.252  0.214  1.785
C  -5.528  0.654  1.489
C  -6.179  0.172  0.365
C  -5.547  -0.749  -0.447
C  -4.267  -1.221  -0.157
C  -3.647  -2.234  -1.027
C  -4.480  -3.217  -1.596
C  -3.987  -4.186  -2.444
C  -2.639  -4.228  -2.750
C  -1.788  -3.284  -2.182
C  -2.304  -2.319  -1.349
H  -2.003  -0.756  2.187
H  -2.279  -2.187  1.395
H  -3.750  0.574  2.671
H  -6.016  1.359  2.142
H  -7.175  0.509  0.125
H  -6.048  -1.104  -1.334
H  -5.524  -3.220  -1.320
H  -4.661  -4.922  -2.862
H  -2.234  -4.985  -3.406
H  -0.734  -3.318  -2.420
C  4.947  3.566  4.977
S  5.113  1.769  4.797
C  3.380  1.238  5.010
C  2.684  1.132  3.658
C  1.234  0.663  3.829
N  0.593  0.109  2.632
P  0.031  1.055  1.313
C  1.460  2.094  0.877
C  1.602  3.434  1.214
C  2.792  4.083  0.926
C  3.828  3.404  0.307
C  3.681  2.071  -0.047
C  2.495  1.424  0.231
C  -1.223  2.192  1.959
C  -1.730  3.098  1.028
C  -2.719  3.989  1.396
C  -3.210  3.978  2.694
C  -2.732  3.060  3.614
C  -1.756  2.151  3.243
P  0.754  -1.565  2.231
C  2.437  -2.000  2.788
C  3.444  -1.932  1.828
C  4.760  -2.160  2.181
C  5.072  -2.468  3.496
C  4.070  -2.565  4.450
C  2.750  -2.341  4.101
C  -0.297  -2.421  3.452
C  -1.105  -1.780  4.385
C  -1.938  -2.520  5.206
C  -1.990  -3.898  5.076
C  -1.196  -4.544  4.139
C  -0.355  -3.808  3.327
H  5.928  3.988  4.781
H  4.644  3.798  5.995
H  4.227  3.950  4.259
H  2.882  1.947  5.671
H  3.427  0.264  5.497
H  3.235  0.424  3.037
H  2.698  2.105  3.164
H  0.645  1.515  4.181
H  1.208  -0.117  4.598
H  0.795  3.956  1.707
H  2.911  5.122  1.195
H  4.755  3.913  0.096
H  4.486  1.543  -0.535
H  2.362  0.387  -0.052
H  -1.344  3.074  0.019
H  -3.104  4.697  0.678
H  -3.966  4.686  2.992
H  -3.112  3.049  4.625
H  -1.415  1.421  3.962
H  3.183  -1.702  0.804
H  5.539  -2.103  1.436
H  6.097  -2.643  3.778
H  4.319  -2.818  5.469
H  1.971  -2.436  4.843
H  -1.066  -0.706  4.488
H  -2.537  -2.021  5.953
H  -2.640  -4.472  5.716
H  -1.230  -5.619  4.048
H  0.275  -4.299  2.597
C  -0.273  -3.415  -7.801
C  -0.538  -2.283  -6.856
C  -1.688  -2.306  -6.065
C  -2.006  -1.253  -5.216
C  -1.156  -0.179  -5.111
C  0.039  -0.164  -5.842
N  0.905  0.888  -5.763
C  0.960  1.986  -4.935
C  1.492  3.137  -5.549
C  1.598  4.335  -4.884
C  1.173  4.420  -3.566
C  0.674  3.295  -2.936
C  0.576  2.060  -3.577
C  0.183  0.918  -2.672
O  0.682  -0.217  -2.807
O  -0.592  1.193  -1.712
C  0.340  -1.207  -6.755
C  1.591  -1.116  -7.581
H  -1.059  -4.162  -7.743
H  0.673  -3.900  -7.565
H  -0.227  -3.057  -8.828
H  -2.361  -3.147  -6.138
H  -2.929  -1.263  -4.657
H  -1.417  0.675  -4.510
H  1.543  0.950  -6.550
H  1.791  3.077  -6.586
H  1.996  5.198  -5.395
H  1.236  5.358  -3.037
H  0.358  3.355  -1.906
H  2.472  -1.026  -6.946
H  1.556  -0.251  -8.246
H  1.727  -1.989  -8.208

The value obtained for the highest occupied orbital energy (spin up / spin down) is -11.8 / -11.8 eV. The energy above the lowest of the compared OMol25 structures with the same formula, charge and spin comes out at 29.3 kJ/mol. Its net charge is +2. The maximum force comes out at 1.377 eV/A. Its total energy is -101108.8875 eV. The frontier orbital gap (spin up / spin down) is 5.03 / 4.12 eV. The LUMO energy (spin up / spin down) comes out at -6.78 / -7.68 eV.